(1)
# C5H8N2O2

An isolated molecule of C5H8N2O2 in a non-equilibrium geometry (ωB97M-V with the def2-TZVPD basis set, OMol25).

Results
Energy above the lowest of the compared OMol25 structures with the same formula, charge and spin in eV: 9.526
E_tot in eV: -12381.410
Structure (SMILES): C=CN(N=C)C(=O)CO
E_HOMO in eV: -8.76
Molar mass in g/mol: 128.1

The geometry in ORCA input format:
```
! RIJCOSX wB97M-V def2-TZVPD def2/J DEFGRID3
* xyz 0 1
C -1.947 0.098 0.038
C -0.368 -0.483 0.206
C 0.923 1.454 -0.508
C 0.109 2.064 0.318
C 2.249 -1.531 0.268
H -2.130 -1.960 -0.606
H -2.581 0.418 1.014
H -2.285 1.121 -0.469
H 2.007 1.577 -1.092
H 0.205 3.146 0.603
H -0.744 1.348 0.889
H 3.174 -2.092 -0.336
H 1.589 -1.599 1.353
N 0.793 -0.035 -0.502
N 1.912 -0.720 -0.851
O -2.584 -1.083 -0.831
O -0.322 -1.724 0.507
*
```

Results of the Löwdin charge analysis, in e, for atoms 1 through 8: -0.093, -0.323, -0.126, -0.034, 0.033, 0.088, 0.141, 0.131

(2)
# C5H8N2O2S

An isolated molecule of C5H8N2O2S in a non-equilibrium geometry (ωB97M-V with the def2-TZVPD basis set, OMol25).

Results
Energy above the lowest of the compared OMol25 structures with the same formula, charge and spin in eV: 5.796
E_tot in eV: -23220.302
Structure (SMILES): CO[C@@]1(S)CC=C[N+]([O-])=N1
E_HOMO in eV: -9.56
Molar mass in g/mol: 160.2

The geometry in ORCA input format:
```
! RIJCOSX wB97M-V def2-TZVPD def2/J DEFGRID3
* xyz 0 1
C 1.159 -1.524 -0.391
C 2.102 -0.754 0.135
C -0.264 -1.031 -0.496
C -0.502 0.052 0.630
C -1.689 1.492 -0.781
N 0.628 1.079 0.517
N 1.816 0.620 0.518
O 2.815 1.318 0.440
O -1.762 0.657 0.359
S -0.629 -0.546 2.278
H 1.548 -2.456 -0.607
H 3.112 -1.186 0.274
H -0.367 -0.425 -1.392
H -1.015 -1.687 -0.319
H -0.715 1.840 -0.976
H -2.214 2.365 -0.644
H -2.023 0.946 -1.667
H -2.001 -0.759 2.122
*
```

Results of the Löwdin charge analysis, in e, for atoms 1 through 8: -0.030, -0.025, -0.103, -0.853, -0.091, 0.137, -0.310, 0.020